Entry 1:
The following is a DFT calculation (ωB97M-V/def2-TZVPD) of an isolated ion of composition C6H6N3 and charge +1 in a non-equilibrium geometry.

Properties
Charge: +1
Calculated total energy (eV): -10777.452
2S+1: 1
Energy above the lowest of the compared OMol25 structures with the same formula, charge and spin (kcal per mole): 97.0
LUMO energy (spin up / spin down) (eV): -5.39 / -5.39

```
15
Properties=species:S:1:pos:R:3:nbo_charge:R:1
C -1.8725 -0.2352 0.0596 -0.32
C -1.1402 -1.4541 -0.0432 -0.25
C -1.3289 1.0947 0.2518 0.13
C 0.8912 1.8416 -0.4432 0.31
C 2.0526 0.0892 0.5014 0.32
C 0.1525 -1.4368 -0.3912 0.42
N -0.3493 1.6133 -0.4593 -0.37
N 1.8802 1.2992 0.3537 -0.37
N 1.3460 -0.9666 -0.3963 -0.56
H -2.9801 -0.2102 0.2677 0.27
H -1.6958 -2.4060 -0.0722 0.30
H -1.9243 1.8014 0.7037 0.23
H 1.4163 2.5853 -1.2412 0.24
H 2.8243 -0.3999 1.0975 0.23
H 1.9648 -1.0303 -1.1690 0.43
```

***

Entry 2:
The following is a DFT calculation (ωB97M-V/def2-TZVPD) of an isolated ion of composition C6H6N3O3S and charge -1 in a non-equilibrium geometry.

Properties
Charge: -1
Calculated total energy (eV): -27765.230
2S+1: 1
Energy above the lowest of the compared OMol25 structures with the same formula, charge and spin (kcal per mole): 6.2
LUMO energy (spin up / spin down) (eV): 3.11 / 3.11

```
19
Properties=species:S:1:pos:R:3:nbo_charge:R:1
C 0.5791 1.7644 3.5232 0.58
C 1.4747 0.7176 2.9121 0.51
C -1.5767 0.9472 2.8104 0.31
C -0.1971 1.1223 -1.7278 -0.41
C 0.3551 0.5249 -0.6570 -0.19
C -0.3607 -0.5730 0.0813 0.16
N -0.7874 1.7497 3.3272 -0.57
N 1.0355 -0.1259 1.9546 -0.43
N -0.2628 -0.4238 1.5279 -0.55
O 0.9261 2.6380 4.3220 -0.53
O 2.6457 0.5781 3.1914 -0.65
O 0.2156 -1.8940 -0.2469 -0.77
S -2.8948 0.1349 2.6439 -0.03
H 0.0436 1.9604 -2.4071 0.19
H -1.1544 0.7510 -2.1374 0.17
H 1.2554 0.8447 -0.1341 0.21
H -1.4195 -0.6328 -0.1318 0.17
H 1.7375 -0.7869 1.5087 0.38
H -0.0633 -2.3759 0.4780 0.46
```

***

Entry 3:
The following is a DFT calculation (ωB97M-V/def2-TZVPD) of one molecule with the formula C6H6N3OP in a non-equilibrium geometry.

Properties
Calculated total energy (eV): -22119.149
2S+1: 1
SMILES: O=P([C@H]1C=N1)([C@H]1C=N1)[C@H]1C=N1
Energy above the lowest of the compared OMol25 structures with the same formula, charge and spin (kcal per mole): 124.6
LUMO energy (eV): 0.60

```
17
Properties=species:S:1:pos:R:3:nbo_charge:R:1
O 1.1735 -0.7657 0.7561 -1.08
P 0.0103 -0.0973 0.1326 1.86
C -0.2110 1.5661 0.9014 -0.52
C 0.6483 1.9349 2.0759 0.12
N 1.0026 2.4620 1.0118 -0.30
C -1.5568 -1.0407 0.1492 -0.52
C -1.4390 -2.5649 0.0942 0.10
N -1.5204 -2.0404 1.2834 -0.27
C 0.4463 0.2640 -1.5606 -0.58
C 1.9128 -0.0524 -1.8384 0.13
N 1.0926 -0.8963 -2.2697 -0.30
H -1.2477 2.0702 0.8735 0.21
H 0.8735 1.8984 3.1621 0.23
H -2.4669 -0.5823 -0.1447 0.21
H -1.5164 -3.3784 -0.6072 0.24
H -0.0675 0.9005 -2.3898 0.22
H 2.8658 0.3222 -1.6298 0.24
```

***

Entry 4:
The following is a DFT calculation (ωB97M-V/def2-TZVPD) of C6H6N4O as an isolated structure in a non-equilibrium geometry.

Properties
Calculated total energy (eV): -14320.559
2S+1: 1
Energy above the lowest of the compared OMol25 structures with the same formula, charge and spin (kcal per mole): 160.4
LUMO energy (eV): 0.22

```
17
Properties=species:S:1:pos:R:3:nbo_charge:R:1
C 2.7841 -0.4419 -0.0191 -0.46
C 1.1775 0.0622 0.0050 0.21
C 0.8176 1.3141 -0.0521 -0.40
C -0.6088 1.7288 -0.0513 0.67
C -3.1874 -0.5108 -0.0350 0.20
C -1.1228 -0.6722 -0.0681 0.52
H 3.1061 -0.2477 1.2734 0.23
H 3.3848 -0.0473 -0.5591 0.13
H 2.6314 -1.8579 -0.3831 0.17
H 1.7199 2.3080 -0.0301 0.24
H -4.3582 -1.0276 0.2958 0.23
H 0.6297 -2.0672 -0.3054 0.45
N -1.4071 0.5637 -0.0517 -0.28
N -2.7476 0.6070 0.0087 -0.29
N -2.0732 -1.5467 -0.0046 -0.52
N 0.2706 -0.9668 -0.0032 -0.59
O -1.0166 2.8021 -0.0202 -0.50
```

***

Entry 5:
The following is a DFT calculation (ωB97M-V/def2-TZVPD) of a 2-piece molecular cluster, C6H6N4O4 overall in a non-equilibrium geometry.

Properties
Charge: -2
Calculated total energy (eV): -20463.723
2S+1: 1
Energy above the lowest of the compared OMol25 structures with the same formula, charge and spin (kcal per mole): 169.3
LUMO energy (spin up / spin down) (eV): 6.12 / 4.89

```
20
Properties=species:S:1:pos:R:3:nbo_charge:R:1
C 3.2789 -0.6759 0.1195 -0.24
C 2.9635 1.4421 -0.0296 0.08
C 1.8502 -0.5167 0.1332 0.11
C -3.4276 -1.6368 -0.0342 0.73
C 0.7823 -1.3294 0.2415 -0.67
C -2.4290 -0.4268 0.0226 0.05
N 3.9019 0.5525 0.0340 -0.51
N -2.7131 0.7515 0.4666 -0.38
N 1.7353 0.8635 -0.0019 -0.58
N -1.9597 1.7997 0.0936 0.57
O -3.3414 -2.5725 0.7757 -0.75
O -0.9510 1.6811 -0.6036 -0.50
O -4.1705 -1.5177 -0.9908 -0.72
O -2.3423 2.9291 0.4385 -0.48
H 3.7710 -1.6515 0.2168 0.16
H 3.1837 2.4590 -0.3171 0.16
H -0.1629 -0.8880 0.0770 0.19
H 0.9443 -2.3701 0.1015 0.18
H -1.7068 -0.2631 -0.9258 0.19
H 0.7932 1.3700 0.1824 0.43
```

***

Entry 6:
The following is a DFT calculation (ωB97M-V/def2-TZVPD) of an isolated ion of composition C6H6NO3 and charge -1 in a non-equilibrium geometry.

Properties
Charge: -1
Calculated total energy (eV): -13950.954
2S+1: 1
SMILES: O=C(O)\C=C/C=C\N=C/[O-]
Energy above the lowest of the compared OMol25 structures with the same formula, charge and spin (kcal per mole): 57.0
LUMO energy (eV): 3.65

```
16
Properties=species:S:1:pos:R:3:nbo_charge:R:1
O 0.2505 -2.0313 -0.5241 -0.61
C 1.1807 -1.2374 -0.6674 0.73
O 2.2890 -1.5025 -1.4896 -0.72
C 1.0281 0.1391 -0.0833 -0.46
C 0.1631 0.4084 0.9380 -0.09
C -1.3069 0.3100 1.0884 -0.41
C -2.1433 -0.1467 0.0803 0.12
N -1.9078 -0.4213 -1.1955 -0.61
C -1.0690 0.3060 -1.9329 0.49
O -0.7121 1.4625 -1.7874 -0.66
H 2.6368 -0.5982 -1.7381 0.48
H 2.0027 0.5973 -0.0558 0.17
H 0.5554 1.0290 1.7597 0.17
H -1.7375 0.5496 2.1565 0.19
H -3.2024 -0.3053 0.4243 0.15
H -1.0027 -0.2424 -2.9069 0.08
```